88
Properties=species:S:1:pos:R:3:forces:R:3 method="wB97M-V/def2-TZVPD" spin_multiplicity=3 charge=+2 gap_ev="5.94 / 6.46" largest_force_ev_per_a=0.51 s2=2.02
H -0.438296 -1.869749 -1.300881 0.0 0.0 0.0
C -0.288765 -2.355021 6.898247 0.0 0.0 0.0
C -0.643120 -4.792954 3.036112 0.0 0.0 -0.1
N -0.080886 -4.721544 5.102241 0.0 -0.1 -0.1
H -2.670957 0.275946 -5.716337 0.0 0.0 0.0
H 0.851704 3.433462 -5.643687 0.0 0.0 0.0
H -2.775415 0.828110 -3.150069 0.0 0.0 0.0
C -1.459322 1.185543 2.538505 0.0 0.0 0.1
N -2.510886 -2.249732 -1.028208 0.0 0.0 0.0
H -2.784590 1.215971 4.824886 0.0 0.0 0.0
H 5.255312 1.711219 -0.575050 0.0 0.0 0.0
C -1.220448 -0.018367 5.700937 0.0 0.0 0.0
H -0.306171 3.443659 -3.539507 0.0 0.0 0.0
O 0.347770 -0.033692 -3.037461 0.1 -0.1 0.0
C -0.378528 -1.184527 7.630129 0.0 0.0 0.0
H 1.536027 2.099197 2.100966 0.0 0.0 0.0
H 1.829769 1.431806 -6.713074 0.0 0.0 0.0
H -0.081424 -1.176355 8.669570 0.0 0.0 0.0
H -2.455229 0.839116 2.315776 0.0 0.0 0.0
C -1.414884 -1.512458 -1.017596 0.0 -0.1 0.0
H -1.449634 -1.218686 3.928999 0.0 0.0 0.0
C 2.108147 2.858202 -0.680891 -0.1 0.1 0.0
C -2.655551 -3.666455 -1.392654 0.0 0.1 0.0
C -0.454129 -6.350300 1.132067 0.0 0.0 0.0
C -2.170250 -1.419387 -4.489925 0.0 0.0 0.0
H 0.079551 -3.267225 7.347558 0.0 0.0 0.0
C -1.716279 1.244932 5.042707 0.0 0.1 -0.1
H -3.137091 -1.485903 -3.983320 0.0 0.0 0.0
C -0.671851 -2.357193 5.558580 0.0 0.0 0.0
N -1.730060 -0.276659 -0.619917 0.1 0.3 -0.1
C 0.576963 2.441277 -5.279602 -0.1 0.0 0.0
H -0.878110 0.902384 7.607845 0.0 0.0 0.0
H -2.191655 -2.111289 -5.330891 0.0 0.0 0.0
N -0.468048 1.398951 1.668136 -0.1 0.1 -0.3
C -1.990381 1.055413 -3.873567 0.0 0.1 0.0
H 2.773657 5.364864 -0.336365 0.0 0.0 0.0
H -1.379741 -1.747000 -3.813838 0.0 0.0 0.0
N -3.578537 -1.518793 -0.646417 0.0 0.0 0.0
C -1.614310 -4.256811 0.829378 0.0 0.0 0.0
H 4.655936 7.874027 0.833519 0.0 0.0 0.0
H -1.993107 -3.334432 1.252971 0.0 0.0 0.0
C 0.560803 1.827080 2.467510 0.0 0.0 0.0
C -1.381830 -5.780296 -1.012209 0.0 0.0 0.0
N -0.146483 -5.524796 3.965382 0.0 0.1 0.2
N -1.036143 1.462104 3.758634 0.0 0.0 0.0
N 3.704340 5.329350 -0.719311 0.0 0.0 -0.1
C 0.342003 2.594947 -3.779029 0.1 0.0 0.0
H -0.951634 0.053453 -5.487604 0.0 0.0 0.0
C -0.909765 -5.137902 1.641542 0.0 0.0 0.0
C 4.338064 4.140417 -0.834278 0.1 0.0 0.3
C -0.545671 -3.574822 4.762110 0.0 0.1 0.0
C -3.086039 -0.337108 -0.411438 0.0 0.0 0.1
C 3.470079 0.495859 -0.418026 0.0 0.0 0.0
H -0.363227 2.199534 -5.781192 0.0 0.0 0.0
N 0.249174 1.867920 3.729881 0.0 0.0 0.0
H 1.286244 2.735490 -3.246621 0.0 0.0 0.0
H -3.684859 0.504375 -0.100177 0.0 0.0 0.0
O -0.921632 -3.529764 3.453940 0.0 -0.1 0.1
V -0.605310 1.473807 -0.453229 -0.2 0.0 0.5
H 3.976168 -0.452635 -0.312384 0.0 0.0 0.0
C -0.695806 -6.667652 -0.194054 0.0 0.0 0.0
H 1.403430 0.423330 -5.327719 0.0 0.0 0.0
H 1.495607 3.744943 -0.789849 0.0 0.0 0.0
C 4.172991 1.681580 -0.556862 0.0 0.0 0.0
C 1.663035 1.434950 -5.637195 0.0 0.0 0.0
O 4.141058 7.076265 0.670024 0.0 0.0 0.0
H -2.192785 2.047744 -4.278546 0.0 0.0 0.1
H -0.342211 -7.607246 -0.595332 0.0 0.0 0.0
H 1.499687 -0.355973 -0.334998 0.0 0.0 0.0
H -2.355522 -3.769891 -2.435502 0.0 0.0 0.0
H 2.609143 1.698464 -5.160401 0.0 0.0 0.0
C -1.915321 -0.001369 -4.979366 0.0 0.0 0.0
C -1.147812 -1.194840 4.969511 0.0 0.0 0.0
O 5.523585 4.001417 -1.028819 0.0 0.0 -0.2
C -1.847766 -4.575204 -0.499984 0.0 -0.1 0.0
C 3.488010 2.889358 -0.680652 0.0 0.0 -0.1
S -0.446912 1.215848 -2.942420 -0.1 0.0 0.1
H 0.086288 -7.027284 1.779629 0.0 0.0 0.0
Cl -1.775651 3.305340 -0.616683 0.0 -0.1 -0.1
H -1.560550 -6.033581 -2.050488 0.0 0.0 0.0
H 5.493237 6.348164 -0.749337 0.0 0.0 0.0
C -0.832163 -0.013999 7.032461 0.0 0.0 0.0
C 2.092209 0.548764 -0.429302 0.2 0.0 0.0
H -3.725432 -3.859120 -1.326245 0.0 0.0 0.0
H -1.515309 2.120273 5.655754 0.0 0.0 0.0
H 4.099127 7.262935 -1.392497 0.0 0.0 0.0
N 1.427910 1.704550 -0.561447 0.0 -0.2 0.0
C 4.436491 6.575702 -0.613073 0.0 0.0 0.0

76
Properties=species:S:1:pos:R:3:forces:R:3 method="wB97M-V/def2-TZVPD" spin_multiplicity=4 gap_ev="7.26 / 8.14" largest_force_ev_per_a=2.04 s2=3.91
H -2.223738 1.041095 2.222804 0.0 0.1 0.0
C -2.942529 1.854160 2.361976 0.1 -0.3 0.1
Cr 0.135049 -0.239773 0.427498 0.7 1.9 -0.1
H -2.787002 2.258020 3.361937 -0.1 0.0 0.0
H -1.305062 -2.110080 1.478252 -0.2 -0.1 -0.1
C 2.527644 -1.368871 2.436028 0.0 -0.1 0.0
C -2.800397 2.954489 1.354312 0.0 0.2 0.1
H 2.244316 3.959511 0.669908 0.1 0.1 0.1
S 2.097980 -3.872476 -2.124341 0.0 0.1 -0.6
C 1.690468 1.905945 0.861686 -0.2 -0.3 -0.3
H 1.312575 -4.225748 1.660957 0.0 -0.1 0.1
H -0.694348 2.815996 3.202530 0.0 0.0 0.0
H -3.410169 6.290891 1.228661 0.0 0.1 0.0
C 1.877303 -0.137218 1.875336 -0.2 -0.6 0.2
C -2.853566 -1.123597 0.374741 0.0 0.1 -0.1
C 0.080070 3.066547 2.481621 0.1 0.0 0.1
H -1.209753 -2.303710 -0.271929 0.0 0.1 0.2
C 2.386992 0.683492 0.832510 0.1 -0.2 -0.1
H -4.675527 1.600611 -0.545663 0.0 0.0 0.0
H -6.030127 -2.142952 0.977993 -0.1 -0.1 0.0
H 0.828904 3.657496 3.018686 0.0 0.0 0.0
H 2.666518 -4.432275 0.486347 -0.2 0.0 0.1
H -3.935191 1.412139 2.326539 -0.1 -0.1 0.0
O 1.278441 -2.936822 0.154671 -0.3 0.2 0.2
H -3.991333 0.203534 -2.805152 0.1 0.0 0.0
C -0.027903 1.710195 -2.554906 0.4 0.0 0.0
C -4.467871 0.591060 -0.216702 0.0 0.0 0.0
C -2.064260 3.904082 -0.739581 -0.1 0.2 0.0
C -2.223379 2.797544 0.089418 0.0 -0.1 -0.2
C -2.279665 1.421596 -3.335347 0.0 0.0 -0.1
C -3.151747 0.134560 -0.154964 0.1 -0.1 0.0
H 3.987893 -0.603104 0.216757 0.0 0.0 0.0
C 0.825453 0.581821 2.524042 0.4 -0.3 0.3
H 2.997646 -1.982262 1.666721 0.0 0.1 0.0
C -3.750926 1.202077 -3.172181 -0.2 -0.1 0.0
C 3.556788 0.362008 -0.042326 0.1 0.0 0.0
H -4.247030 1.338871 -4.130579 0.0 0.0 0.0
H -1.620127 3.785840 -1.716102 0.1 0.0 -0.1
C -3.230462 4.221966 1.728353 0.0 0.0 -0.1
P -1.695451 1.156505 -0.498509 0.1 -0.3 -0.2
H -0.159550 2.134857 -5.892985 0.1 0.0 -0.1
H -3.670361 4.346692 2.707154 -0.1 0.0 0.1
C -1.439563 -1.580892 0.523190 0.4 -0.3 0.3
C -3.922637 -1.938316 0.760144 0.1 0.0 0.1
H 1.025193 -4.980337 0.050353 0.1 0.0 0.2
H 1.462677 2.199076 -4.002020 0.2 0.0 0.0
H 0.899083 0.383174 4.673161 0.1 0.0 0.0
H -6.521933 0.132208 0.131617 -0.2 0.1 0.0
C 1.443426 -2.730425 -1.149509 0.3 0.5 -0.5
H 3.293238 0.310318 -1.097752 -0.1 0.1 0.0
H -2.514301 1.638630 -5.437701 -0.1 0.0 -0.1
C 0.421182 1.985450 -3.834029 -0.1 0.0 0.0
H 0.695429 1.702798 -1.751431 0.0 0.0 0.1
H 3.293192 -1.094500 3.166198 0.1 0.0 0.0
C -1.356721 1.420335 -2.280789 -0.4 0.0 0.1
C 0.766371 1.862145 1.928727 -0.5 -0.3 -0.1
H -0.346643 3.715400 1.722971 0.0 0.0 -0.1
H -2.346110 6.006255 -0.996090 0.0 0.1 -0.1
H -0.012312 -0.882267 3.869549 0.0 0.0 0.0
C -0.479127 1.946911 -4.879925 -0.1 0.0 0.0
H 4.337875 1.114387 0.074871 0.1 0.1 0.0
C -2.480013 5.163676 -0.338457 0.0 -0.1 0.0
H -0.704939 0.717559 4.034314 0.0 0.0 0.0
H -3.710774 -2.918454 1.159357 0.0 -0.1 0.1
H 1.806752 -2.002322 2.953620 0.0 0.0 0.0
H 2.809958 2.936426 -0.641314 0.0 0.0 0.0
H -4.184010 1.918061 -2.478192 0.0 0.1 0.0
C -5.506184 -0.222203 0.179488 0.1 -0.2 0.1
C -1.809848 1.662400 -4.621506 0.1 0.1 0.1
C -5.223767 -1.501667 0.660796 -0.1 0.2 -0.1
H 1.132382 3.443619 -0.563693 -0.2 0.0 -0.1
C -3.075662 5.319630 0.899790 0.0 0.0 0.0
C 0.224844 0.182232 3.836464 -0.3 -0.1 0.1
S 0.970533 -1.132537 -1.644710 -0.2 -0.2 0.1
C 1.976185 3.113260 0.036882 0.2 0.1 -0.1
C 1.596158 -4.236043 0.611954 0.0 -0.4 0.5

80
Properties=species:S:1:pos:R:3:forces:R:3 method="wB97M-V/def2-TZVPD" charge=+1 gap_ev="6.82 / 6.66" largest_force_ev_per_a=2.14
H -0.594616 4.879718 -2.512619 -0.1 0.1 0.1
Pt 0.023796 -0.079206 0.295574 0.2 -0.3 -1.0
H 5.514032 -1.285046 4.019177 0.1 0.0 0.1
H -1.525861 2.314576 -5.763114 -0.1 0.0 0.0
C -3.001504 -0.870468 0.725385 0.3 0.3 -0.6
O 0.915210 1.819837 1.269172 0.4 0.5 0.1
C 3.285697 -1.862203 -3.355648 0.0 0.0 -0.1
H -1.613489 3.473688 -2.259530 -0.1 0.0 0.1
C 4.947491 0.695308 3.433449 -0.1 0.0 -0.1
H -4.636208 -2.119706 3.416750 0.0 -0.1 0.0
C 3.291663 0.816810 1.721233 -0.3 0.0 -0.4
C 1.418435 -2.987810 2.666371 0.1 0.1 -0.2
C 4.886954 -0.687862 3.375156 0.1 0.0 0.1
N 0.862185 1.937045 -2.772698 0.5 -0.3 0.0
H 0.249245 3.736326 -4.659290 0.0 0.0 -0.1
H 0.786770 -6.284545 3.025987 0.0 -0.1 0.1
C -1.330163 2.233150 -4.692826 0.2 0.1 -0.2
N -3.742865 0.984072 -0.775137 0.0 0.0 -0.4
H -3.134169 2.926670 -0.218155 -0.1 -0.1 -0.1
O 2.816123 3.006033 0.326474 0.3 -0.2 0.0
H 4.649111 -2.701854 0.152605 0.0 0.0 0.0
H -5.804847 0.581873 -1.048883 0.2 0.0 0.0
C 1.751403 -2.958491 1.311191 -0.1 0.0 -0.1
H 2.909983 -1.628339 -4.340271 -0.1 0.0 -0.1
C 3.050685 -1.802813 -0.967005 -0.4 0.2 -0.1
C -2.573007 -1.528743 3.379755 0.0 0.1 0.0
H -5.008005 -1.550085 1.059728 -0.1 0.0 -0.1
C -1.708964 -0.701929 1.253027 1.5 -0.8 0.3
H -2.403689 -1.767521 4.418408 0.1 0.0 0.1
H 5.908593 -3.367930 -1.854082 0.1 0.0 0.0
H 1.452868 2.147582 -3.564831 -0.2 0.0 0.0
H 5.053337 -2.817391 -4.095691 0.0 0.0 -0.1
H -1.067035 0.075457 -4.720210 0.1 0.0 0.1
C -0.735947 3.574797 -4.217827 -0.2 0.0 0.2
P 2.055300 -1.357328 0.488965 -1.0 -1.3 0.8
C 4.489695 -2.532192 -3.219877 0.0 0.0 0.0
H 0.417181 0.982922 -5.100778 0.0 0.0 0.0
H -4.069862 -1.075800 -1.137158 0.0 0.2 0.0
C -1.539603 -1.031807 2.603732 0.1 0.2 -0.1
H 0.839749 -4.193265 4.333058 0.0 0.0 0.1
C 3.213125 -0.566791 1.651465 0.0 -0.1 0.1
C -4.034272 -1.388573 1.500875 0.1 0.0 0.2
C 1.061159 -5.355951 2.549026 0.0 0.0 -0.1
C 4.029398 -1.321190 2.495807 -0.1 0.1 -0.3
C -0.131013 1.059031 -3.014896 0.2 -0.3 -0.7
S 2.240045 1.724927 0.605800 0.1 1.6 1.4
H -1.394624 4.345289 -4.624466 0.1 0.0 -0.1
C -0.669842 3.808350 -2.693405 0.2 0.1 0.0
H 1.948542 -4.128225 -0.472519 0.0 -0.1 -0.1
C 1.084504 -4.178086 3.281201 -0.1 -0.1 0.1
C 4.974164 -2.837450 -1.957598 0.1 0.0 0.0
H -1.837525 1.690363 -0.199670 -0.2 0.1 -0.2
H 4.172462 2.533636 2.603677 0.1 0.1 0.0
H -2.292524 2.091920 -4.191542 0.0 0.0 -0.1
H 5.623562 1.171824 4.124120 0.1 0.1 0.1
C -3.825645 -1.722135 2.825344 -0.2 0.0 0.0
H -2.374474 -0.538979 -1.277140 -0.3 0.2 -0.1
C 2.562396 -1.505178 -2.232682 0.0 0.0 0.1
O 2.148214 0.831247 -0.567305 -1.0 -0.6 -0.1
H 1.364525 -6.250791 0.628242 0.0 0.0 0.0
C 1.708608 -4.142458 0.581435 0.1 0.2 -0.1
C -0.475817 0.957519 -4.475794 -0.2 0.0 0.2
H 3.996250 -2.399563 2.458395 0.0 -0.1 0.1
C 4.262451 -2.469308 -0.829589 -0.1 0.1 0.1
H 0.249367 2.793457 -0.972621 0.0 0.2 -0.1
H 1.444535 -2.072584 3.240692 0.0 0.1 0.1
C -3.292052 -0.453162 -0.690165 0.6 -1.0 0.3
O -0.843358 0.574025 -2.136660 -0.3 0.3 0.2
H 1.623912 -0.978199 -2.317269 -0.1 0.0 -0.1
C 1.378169 -5.334334 1.200121 -0.1 -0.2 0.1
C -2.892273 1.891043 0.015016 0.7 0.5 0.4
H -5.433482 2.203721 -0.438964 0.1 0.0 0.0
H -3.050234 1.715866 1.075698 -0.1 -0.1 0.0
H 1.388656 3.738521 -1.913841 0.0 0.0 0.0
H -0.574944 -0.881466 3.068410 0.1 -0.1 -0.1
C 4.144704 1.455283 2.597220 0.0 0.2 0.0
C 0.510933 3.102060 -1.986800 -0.3 0.2 0.2
H -3.639008 1.240229 -1.758485 0.0 0.0 0.0
C -5.152433 1.152095 -0.388561 -0.8 0.1 0.2
H -5.281998 0.801981 0.634415 0.1 0.0 -0.1